Computed, not measured: a structure of composition C38H37N7O9PdSSi in a non-equilibrium geometry, with wB97M-V/def2-TZVPD.

Output
- LUMO energy (spin up / spin down): -3.315 / -3.252 eV
- HOMO energy (spin up / spin down): -7.65 / -7.64 eV
- M: 902.33 g/mol
- Energy: -91046.840 eV

The geometry in ORCA input format:
```
! wB97M-V def2-TZVPD RIJCOSX def2/J DEFGRID3
* xyz 0 1
H -1.0204 2.4394 4.1113
H -2.0219 1.0592 5.9202
H 2.0511 0.4225 3.4027
O 0.0144 1.6140 -1.4287
H 0.4474 -2.9409 0.6625
C -2.0537 3.1631 0.6563
H 4.8293 -0.1390 1.1517
C 3.4533 -3.6486 3.6450
H -0.5712 -4.4503 2.3442
C 4.1093 -1.2216 4.8090
N -0.0026 -1.2223 1.6745
C 3.8755 -0.1354 -2.8744
H -2.0637 -4.2734 -1.7817
O -2.2807 -0.4862 0.2729
H -2.6349 2.5547 -4.9310
C 1.5058 -3.7119 -3.6367
C 3.6497 -0.1937 -0.6519
H -0.1841 -0.8690 -2.6666
C -0.1581 -1.7536 -2.0257
H 5.0761 -2.3860 6.3268
N -1.6699 -0.4975 -0.7295
H 0.3536 5.5332 0.4583
N 2.7960 -0.0328 1.5264
H 4.3665 -0.2735 5.2673
O -1.2869 -1.7514 -1.1366
H 5.6641 -0.2528 -1.5645
C 4.1783 -3.6250 4.8268
N 2.3795 -0.1501 -1.1939
H 2.0216 -2.8426 -4.0496
O 0.8495 3.6177 2.7653
H 4.4953 -4.5514 5.2884
C -1.6858 -0.7920 4.9369
N -0.2663 3.0016 -3.8984
H 4.2611 -0.1083 -3.8801
O -0.6249 4.0687 -4.3617
H -2.3424 -2.6251 -4.3886
O 0.8717 2.5794 -3.9035
C 2.9875 0.0740 2.9607
C -0.8115 3.7669 0.7628
O 1.6392 2.7097 0.6388
C -1.0036 1.4100 -2.1292
C -1.2923 -2.7428 -4.6670
C -2.4593 1.9779 -4.0335
Si -0.2706 -3.2892 -3.1788
S 0.5304 2.9101 1.5540
H 2.0707 -4.0461 -2.7647
C -3.1461 0.2360 -2.5145
H -4.7097 6.3842 0.2015
C -1.2880 2.1286 -3.3409
H -2.1349 -1.3891 5.7202
C -1.6292 0.5728 5.0366
H -2.1876 2.1367 0.9571
H 3.2010 -4.5936 3.1799
H -1.4543 -5.4779 -2.9170
C -3.1231 3.8941 0.1641
C -0.5884 -3.3815 2.5080
H -3.8531 6.8877 -1.2589
C -1.1599 -4.6658 -2.2515
H -0.5332 -5.0892 -1.4644
C -0.0169 -2.5274 1.5514
C -4.1560 6.0248 -0.6683
N -4.6058 0.8275 -4.3777
C 4.5937 -0.2057 -1.6883
C -1.0695 1.3629 4.0228
O -5.3851 -0.0265 -3.9832
H 2.5104 -2.4713 2.1182
H -0.9472 -1.7885 -5.0706
C -1.1450 -2.8407 3.6338
H 3.7521 0.8247 3.1873
H -1.5825 -3.4712 4.3978
Pd 0.9764 0.4617 0.2684
O -4.7808 1.5103 -5.3702
N -0.0241 1.4191 1.8114
C -0.5541 0.7700 2.8825
C -1.7039 5.8028 -0.1192
C 3.3900 -1.2360 3.6190
H 0.7668 -1.7079 -1.4426
H -1.2445 -3.4766 -5.4731
C -0.6268 5.0826 0.3702
C -2.9674 5.2254 -0.2129
C 3.0628 -2.4597 3.0462
C 3.8148 -0.1270 0.7454
H 1.6686 0.0020 -3.1767
H 1.5455 -4.5072 -4.3825
H -1.5638 6.8329 -0.4220
H -4.8332 5.4125 -1.2629
H -3.8578 -0.5345 -2.2471
C -1.1484 -1.4400 3.8048
H -4.0987 3.4277 0.0889
C 2.5183 -0.0877 -2.5171
C 4.5031 -2.4087 5.4086
C -1.9912 0.4228 -1.8055
C -0.5675 -0.6634 2.7750
C -3.3973 1.0375 -3.6185
*
```



Computed, not measured: a structure of composition C29H24AsN3O2RuS, with wB97M-V/def2-TZVPD.

Output
- LUMO energy (spin up / spin down): -3.130 / -4.070 eV
- <S²>: 0.76
- HOMO energy (spin up / spin down): -10.58 / -10.94 eV
- Relative energy (zero: lowest compared OMol25 entry of this formula, charge and spin): 11.6 kJ/mol
- M: 654.59 g/mol
- Energy: -113275.669 eV

The geometry in ORCA input format:
```
! wB97M-V def2-TZVPD RIJCOSX def2/J DEFGRID3
* xyz 1 2
C -4.2320 3.7023 -2.5698
C 3.2588 1.8535 2.9840
C 2.1467 -5.2499 1.4672
C -2.0791 1.1029 2.5495
C 3.7541 1.2991 4.1532
C -0.7977 0.6053 2.3561
H -2.6314 3.3345 -1.1709
C 0.3083 -4.8591 2.9730
C -1.7102 -1.1997 1.0295
As 1.2051 -1.2101 1.1657
N -1.8119 0.9746 -1.9776
H -1.5617 -2.0855 0.4244
C -0.5974 -0.5429 1.5855
H -0.4577 -2.8555 3.0319
H 0.0504 1.1066 2.8041
H 1.0118 2.8913 -1.9367
H -3.3134 0.2599 -4.0654
H -4.1614 0.8411 2.1374
C -2.9837 -0.7090 1.2343
H 3.9297 -0.4577 5.3773
N -1.6564 -0.2383 -2.2806
H 2.1216 3.5661 -4.0546
C 1.9991 -0.0613 -2.9186
H -0.3926 -5.2271 3.7103
H 3.0710 -0.5752 -4.6858
O -1.0738 1.5893 -1.0590
C 2.1061 2.5268 -3.7606
C -4.9423 3.2074 -3.6523
H -3.8365 -1.2176 0.8052
H 2.8166 -3.5561 0.3373
H -5.1621 1.5812 -5.0381
C -3.5798 1.2217 -3.6532
C 2.6325 0.2256 -4.1082
C -2.8888 1.7368 -2.5673
C 2.2888 -0.2816 2.4311
C -4.6134 1.9687 -4.1906
O -0.6928 -0.8249 -1.6659
C 1.1751 -3.0617 1.6424
C 2.7927 -0.8349 3.6008
H 2.8736 -5.9216 1.0308
C 2.1143 -3.9193 1.0781
H 3.4453 2.8926 2.7457
H 1.2700 -6.7563 2.7124
Ru 0.4432 0.4110 -0.4157
H -4.4818 4.6671 -2.1500
C 3.5302 -0.0394 4.4636
C 2.6909 1.5429 -4.5386
C 1.4888 2.1641 -2.5794
H -5.7507 3.7850 -4.0793
C 1.2443 -5.7175 2.4116
C 0.2696 -3.5258 2.5920
C 2.5238 1.0616 2.1038
S 1.9479 1.7350 0.5809
C -3.1932 2.9667 -2.0157
H 1.9187 -1.0724 -2.5447
H 2.6083 -1.8769 3.8338
C -3.1631 0.4505 1.9870
H 3.1827 1.7968 -5.4679
H 4.3285 1.9172 4.8305
H -2.2261 1.9985 3.1377
N 1.4424 0.8939 -2.1616
*
```



Computed, not measured: the ion C9H13N2O2 with charge +1 in a non-equilibrium geometry, with wB97M-V/def2-TZVPD.

Output
- LUMO energy: -5.157 eV
- SMILES: C[C@H](N=O)[C@]([NH3+])(O)c1ccccc1
- HOMO energy: -12.98 eV
- Relative energy (zero: lowest compared OMol25 entry of this formula, charge and spin): 340.1 kJ/mol
- M: 181.22 g/mol
- Energy: -16608.559 eV

The geometry in ORCA input format:
```
! wB97M-V def2-TZVPD RIJCOSX def2/J DEFGRID3
* xyz 1 1
H 2.4991 -0.8590 -0.3039
O 1.3933 0.0859 1.4274
O -0.9109 2.4520 2.9667
H -0.5928 3.2363 0.0727
H -1.1165 -0.2744 2.5592
H 2.5404 -1.7073 -2.6888
C 0.2986 -0.6485 -0.4261
N -0.7272 -1.0620 1.8212
C 0.4226 -1.6669 -2.9366
H 0.7451 2.2846 -0.3522
C -0.7192 1.1943 1.0376
C 1.6974 -1.3927 -2.2239
H -1.6218 -1.4690 -3.1355
H 0.5272 -1.8849 -4.0207
H -1.5455 -1.5064 1.3878
H -1.7862 -0.4887 -0.7599
H -1.6704 1.1363 0.5196
H 1.1887 0.7569 2.1126
C 0.1489 -0.0669 0.9534
H -0.0317 -1.7792 2.2330
C -0.7863 -1.3371 -2.4346
C -0.8922 -0.8067 -1.1337
C 0.0167 2.4165 0.4759
N -1.0816 1.3898 2.4164
H 0.4402 2.9703 1.3471
C 1.5638 -0.9734 -0.9147
*
```



Computed, not measured: a cluster of 2 separate species, C5H10O2 in total, with wB97M-V/def2-TZVPD.

Output
- LUMO energy: 0.838 eV
- SMILES: C/C=C\O.CC=O
- HOMO energy: -8.38 eV
- Relative energy (zero: lowest compared OMol25 entry of this formula, charge and spin): 232.9 kJ/mol
- M: 102.13 g/mol
- Energy: -9440.629 eV

The geometry in ORCA input format:
```
! wB97M-V def2-TZVPD RIJCOSX def2/J DEFGRID3
* xyz 0 1
H -0.0447 -2.0788 1.3861
C -1.3377 1.1620 -0.7858
O -0.3453 -1.8996 -0.6107
O -0.3392 0.8327 -1.3826
C -1.7867 0.8168 0.6104
C 0.2858 -1.4959 0.5300
H 1.4735 -0.2817 1.6909
C 2.0752 0.0652 -0.3921
H -0.3033 -1.1669 -1.2458
H 1.7984 -0.2449 -1.4010
H -2.0857 1.7706 -1.3223
H 2.1117 1.1609 -0.3766
C 1.2098 -0.5437 0.6693
H 3.0829 -0.3081 -0.1826
H -2.5619 1.5481 0.8314
H -1.0312 0.8230 1.3991
H -2.2210 -0.1926 0.5901
*
```



Computed, not measured: a structure of composition C47H43AuN2O6P2S in a non-equilibrium geometry, with wB97M-V/def2-TZVPD.

Output
- LUMO energy: 0.400 eV
- HOMO energy: -7.80 eV
- Relative energy (zero: lowest compared OMol25 entry of this formula, charge and spin): 115.7 kJ/mol
- M: 1022.85 g/mol
- Energy: -97807.885 eV

The geometry in ORCA input format:
```
! wB97M-V def2-TZVPD RIJCOSX def2/J DEFGRID3
* xyz 0 1
C 2.0831 -4.6004 -0.8637
C -1.4412 2.3503 3.4398
P 0.7907 0.8058 3.0193
C -1.1700 -0.5391 -3.6594
H 4.9166 3.3924 3.5673
H 0.5583 -3.4426 -3.9546
C 2.5268 -0.3691 -4.7813
C 1.3444 -0.6956 3.9353
H 1.8100 -3.8872 6.0931
H 4.0822 4.7520 5.4572
H 0.6585 -1.9167 7.0374
H -0.8060 3.1397 3.0526
H 3.8382 3.0293 -3.4881
H 0.4300 -3.2235 -0.9022
C 3.4480 3.9983 5.0089
C 1.2297 3.7286 -0.9862
H 2.7974 -3.7741 3.8501
H -3.6966 -0.5044 4.7035
C 1.3485 2.8287 4.9304
C 1.7047 -2.9862 5.5033
C 1.8060 2.0754 3.8534
O 1.7930 2.7134 -0.4320
H -7.2061 -2.9907 -1.6830
H -1.3543 -0.9589 4.1561
C -3.5848 1.5797 4.1984
H -0.7832 2.9110 -2.7314
H 3.4747 0.1369 -6.6317
H 2.4882 1.5994 -2.0113
H -6.2052 -3.0375 -3.1328
S -2.9122 1.7039 -0.1203
O 4.0092 -0.9076 0.5130
H 1.5535 -5.3496 -0.2893
C -5.3730 0.7796 -0.8421
C -6.7297 -2.3735 -2.4472
C -3.0666 0.3055 4.3578
C 3.4409 -2.6852 -2.3571
H 3.9662 -1.9401 -2.9405
C 0.8688 -0.7632 5.2474
C 2.1689 3.7923 5.4996
H -7.5167 -1.8536 -2.9920
H -1.1079 0.4204 -3.1607
C -2.2390 -0.8266 -4.4915
H -0.5573 3.6478 0.2291
N 3.2530 -0.7451 1.6442
C -0.2298 -2.7138 -4.1006
C 3.4804 2.0761 -3.8540
H -7.3080 0.0525 -1.4019
H 3.4433 1.6969 2.5275
C -1.7342 0.0500 4.0641
C 2.2502 0.0468 -3.4789
H -5.7155 1.7386 -0.4773
H 2.1505 -1.3209 -5.1389
H 4.2968 2.3163 -5.8224
H 0.3312 0.0855 5.6498
O 1.8049 4.5811 -1.6523
H -3.1913 3.5777 3.5427
C 4.0741 -3.8655 -1.9949
H -3.0161 -0.0898 -4.6476
C 2.8422 -1.8204 2.1616
O -3.6917 2.6186 0.6671
C -0.8986 1.0800 3.6435
C -3.5310 -0.7323 -1.2228
H -4.0453 -2.6200 -2.0882
C -4.0195 0.4883 -0.7918
C 3.0961 2.2848 3.3646
C -0.9346 2.7026 -1.6700
C -0.1638 -1.4817 -3.4593
C 1.4510 -3.4179 -1.2110
P 1.2131 -0.9568 -2.3941
H -0.4583 1.7545 -1.4228
H -1.3609 -3.9616 -5.4274
C 3.7398 1.6725 -5.1543
C -5.7771 -1.3842 -1.8339
C -2.3041 -2.0602 -5.1262
H 3.8896 -5.7498 -0.9886
H 4.1186 -0.0039 0.1769
H 0.3495 2.6722 5.3162
Au 0.6888 1.1811 0.7728
C 3.9151 3.2373 3.9466
C -0.3078 3.8089 -0.8236
H -2.8924 3.3858 -1.5300
C 1.0465 -1.8883 6.0279
H -4.6257 1.7776 4.4180
C 2.7305 1.2654 -3.0136
C 2.1256 -2.4638 -1.9706
O 0.6947 -0.2438 -1.1957
H 3.1144 -2.7901 1.7416
H -2.4711 -0.9397 -1.1491
C 2.1101 -1.7894 3.4338
N -2.3802 2.5117 -1.4693
C -4.4158 -1.6615 -1.7449
H 5.0997 -4.0381 -2.2939
H -0.6512 4.7926 -1.1446
C -1.3053 -3.0025 -4.9287
C 3.3964 -4.8248 -1.2577
O -1.8216 0.9909 0.4996
C 3.2691 0.4480 -5.6156
C -6.2472 -0.1613 -1.3583
C -2.7711 2.5977 3.7219
H -3.1338 -2.2809 -5.7854
C 2.2377 -2.9292 4.2335
H 1.8036 4.3803 6.3319
*
```



Computed, not measured: a cluster of 10 separate species, C33H58O13 in total in a non-equilibrium geometry, with wB97M-V/def2-TZVPD.

Output
- LUMO energy: -1.916 eV
- SMILES: O=C1C=C(O)C(=O)C=C1O.CC(C)=O.CC(C)=O.CC(C)=O.CC(C)=O.CC(C)=O.CC(C)=O.CC(C)=O.CC(C)=O.CC(C)=O
- HOMO energy: -8.90 eV
- Relative energy (zero: lowest compared OMol25 entry of this formula, charge and spin): 253.1 kJ/mol
- M: 662.81 g/mol
- Energy: -61763.425 eV

The geometry in ORCA input format:
```
! wB97M-V def2-TZVPD RIJCOSX def2/J DEFGRID3
* xyz 0 1
H -6.6855 -0.1204 -2.3211
H 4.1072 -4.6714 -0.7827
C 0.5857 -0.2828 -1.0712
H 2.3806 0.2755 -2.0548
C 0.4236 4.8405 -3.7379
H -4.2162 -1.0910 -1.1879
O 4.7631 -1.5312 -0.6647
C -5.8726 -0.2000 -3.1136
H -2.7179 -5.5354 2.1375
H -1.0266 -4.5747 -1.9148
H 3.4306 -4.0371 0.6852
C 0.0000 1.1845 3.9174
C 0.2375 7.1575 -0.2501
H -3.7215 -2.7194 -1.9148
H 0.9422 1.5519 2.1726
H -1.8732 4.7284 0.7050
C 6.2236 -3.1117 0.2198
C 2.2228 4.7525 -0.3452
C 1.1885 -6.0540 -1.1423
C 0.3989 -4.9297 -0.5033
C 4.8503 -2.6733 -0.2416
H -2.2559 3.0559 -1.8553
H 1.8331 -6.5057 -0.5044
O 3.7142 6.0944 -1.5072
C -0.4266 -3.8779 -1.3879
C 1.5593 4.9819 -4.7231
C -1.0950 2.0732 4.4676
O -4.3322 -2.9438 2.7425
H -3.5624 1.8297 -1.8162
C -0.1220 5.7879 0.1837
O -5.7302 -2.4781 -3.9252
H 2.1726 4.2879 -4.4870
H 0.7495 -0.3739 1.0288
C -4.0310 -1.8872 -2.1670
H 2.0314 -2.7708 4.2769
H -1.1363 6.0532 -4.4728
C 1.1187 1.8792 3.2194
H -3.8343 1.2206 1.6195
C 1.4549 -5.1351 4.0849
C -3.2289 -3.3150 2.2397
H 1.1398 5.1742 -5.7222
O -0.3922 -0.7406 -1.5894
H 6.2536 -2.9132 1.1958
H -1.8851 2.3312 3.7984
O -0.0387 -0.0024 4.0525
C 1.5783 7.2952 -0.8732
H 2.0564 8.0738 -1.2196
C 2.5237 6.0632 -0.8962
H 7.0624 -2.6766 -0.3176
H 2.1181 5.7909 -4.6006
O -1.4173 5.7722 0.6067
H -1.3322 -2.7738 2.7695
H 0.9327 3.0355 3.2441
H 6.3376 -4.1334 -0.1057
H 2.2264 -0.7169 0.3463
C -3.0839 -4.6471 1.5841
C -2.0099 -2.4620 2.1287
C 2.4550 -4.1941 3.4112
H 1.0508 -2.9488 2.8929
H -2.2077 -1.5083 2.4415
H 0.3512 -4.8091 4.0518
H 1.4577 1.5416 -1.0355
H -0.2127 7.0425 -3.4077
H 1.6895 -5.3486 5.0173
H 1.0744 -1.9028 0.5637
H -2.3123 -4.6335 0.8771
C 3.8492 -3.6738 -0.4869
H -4.3148 0.8778 0.3181
C -3.4662 1.0159 0.7427
C 1.2209 -0.8864 0.2823
O 3.0788 3.8564 -0.3345
H 4.1954 5.5718 -1.0368
O -1.9613 2.7561 0.7761
H -4.0070 -5.0989 1.1735
H 1.6538 -5.7078 -1.9489
O 0.4834 -4.7273 0.6803
H -1.3961 -2.1273 1.3327
H 0.1806 -3.3743 -2.0955
H 0.3250 -6.6634 -1.2026
C -0.5628 5.9908 -3.5100
O -0.5177 8.1423 -0.2498
O 0.4353 3.8324 -3.0206
H 1.0820 1.2044 -2.6639
C 2.1092 -2.8681 3.2694
H 0.2623 3.7673 0.5921
H 2.9155 -3.1335 -0.9435
H 2.6464 -2.3192 2.7519
H -6.2355 0.1333 -4.1199
H -1.6956 1.7180 -1.8550
H -1.1640 5.8491 -2.5993
O 3.5640 -4.6755 3.2256
H 1.5460 -6.1671 3.6820
C 0.8351 4.6271 0.2678
C 1.4389 0.8503 -1.8047
H 2.2464 1.5419 3.4463
H -0.7009 3.0749 5.0675
H -5.0662 0.4092 -2.7086
H -3.0746 -1.3648 -2.6341
H -2.7105 0.1974 0.6786
C -2.6829 2.0514 0.0699
C -5.2320 -1.6489 -3.0835
H -1.6964 1.5709 5.2581
C -2.5552 2.1238 -1.4521
H -0.9643 -3.3703 -0.6870
*
```



Computed, not measured: an isolated molecule of C3H5NS in a non-equilibrium geometry, with wB97M-V/def2-TZVPD.

Output
- LUMO energy: -1.253 eV
- SMILES: C/N=C/C=S
- HOMO energy: -8.80 eV
- Relative energy (zero: lowest compared OMol25 entry of this formula, charge and spin): 169.4 kJ/mol
- M: 87.15 g/mol
- Energy: -15515.117 eV

The geometry in ORCA input format:
```
! wB97M-V def2-TZVPD RIJCOSX def2/J DEFGRID3
* xyz 0 1
N 0.3857 -0.2769 -0.5853
C 0.9046 -0.1208 1.7738
H -0.5359 0.9288 0.6590
S 1.8248 -1.4881 1.7538
C 0.1754 0.2136 0.5773
H -1.4232 -0.6997 -1.4891
H -0.2180 0.0858 -2.5997
C -0.5913 0.0486 -1.5406
H 0.6074 0.3283 2.6413
H -1.1294 0.9804 -1.1907
*
```



Q: Which formula does entry 7 have?
A: C3H5NS



Q: Which of these has the lowest M?
A: C3H5NS



Repeat the third record exactly.
Computed, not measured: the ion C9H13N2O2 with charge +1 in a non-equilibrium geometry, with wB97M-V/def2-TZVPD.

Output
- LUMO energy: -5.157 eV
- SMILES: C[C@H](N=O)[C@]([NH3+])(O)c1ccccc1
- HOMO energy: -12.98 eV
- Relative energy (zero: lowest compared OMol25 entry of this formula, charge and spin): 340.1 kJ/mol
- M: 181.22 g/mol
- Energy: -16608.559 eV

The geometry in ORCA input format:
```
! wB97M-V def2-TZVPD RIJCOSX def2/J DEFGRID3
* xyz 1 1
H 2.4991 -0.8590 -0.3039
O 1.3933 0.0859 1.4274
O -0.9109 2.4520 2.9667
H -0.5928 3.2363 0.0727
H -1.1165 -0.2744 2.5592
H 2.5404 -1.7073 -2.6888
C 0.2986 -0.6485 -0.4261
N -0.7272 -1.0620 1.8212
C 0.4226 -1.6669 -2.9366
H 0.7451 2.2846 -0.3522
C -0.7192 1.1943 1.0376
C 1.6974 -1.3927 -2.2239
H -1.6218 -1.4690 -3.1355
H 0.5272 -1.8849 -4.0207
H -1.5455 -1.5064 1.3878
H -1.7862 -0.4887 -0.7599
H -1.6704 1.1363 0.5196
H 1.1887 0.7569 2.1126
C 0.1489 -0.0669 0.9534
H -0.0317 -1.7792 2.2330
C -0.7863 -1.3371 -2.4346
C -0.8922 -0.8067 -1.1337
C 0.0167 2.4165 0.4759
N -1.0816 1.3898 2.4164
H 0.4402 2.9703 1.3471
C 1.5638 -0.9734 -0.9147
*
```